Entry 1:
# C5H8OS

A single C5H8OS molecule in a non-equilibrium geometry (the ωB97M-V functional and the def2-TZVPD basis, the Open Molecules 2025 dataset).

As for the structure (SMILES): S[C@]12COC[C@H]1C2. The value obtained for the LUMO energy is 0.87 eV. The energy is -668.68351 Ha. The frontier orbital gap comes out at 10.1 eV. The value obtained for the highest occupied orbital energy is -0.33849 Eh.

Structure (ORCA input):
```
! RIJCOSX wB97M-V def2-TZVPD def2/J DEFGRID3
* xyz 0 1
C 0.717 -0.095 0.136
C -0.164 -1.360 0.179
C -1.517 0.188 -0.739
C -0.151 0.890 -0.580
C 0.276 1.131 0.836
H 2.870 -0.816 0.768
H 0.171 -1.959 -0.625
H 0.090 -1.848 1.145
H -1.659 -0.117 -1.713
H -2.262 0.820 -0.408
H 0.287 1.420 -1.377
H -0.535 1.027 1.626
H 1.006 1.884 0.966
O -1.499 -0.890 0.168
S 2.371 -0.275 -0.383
*
```

---

Entry 2:
# C5H8OS2

A single C5H8OS2 molecule in a non-equilibrium geometry (the ωB97M-V functional and the def2-TZVPD basis, the Open Molecules 2025 dataset).

As for the structure (SMILES): C1OCS[C@@H]2C[C@@H]2S1. The value obtained for the LUMO energy is 0.73 eV. The energy is -1066.84001 Ha. The frontier orbital gap comes out at 9.6 eV. The value obtained for the highest occupied orbital energy is -0.32574 Eh.

Structure (ORCA input):
```
! RIJCOSX wB97M-V def2-TZVPD def2/J DEFGRID3
* xyz 0 1
C -0.882 -1.098 1.109
C 1.470 -0.759 0.738
C 0.088 0.535 -1.459
C 0.218 1.955 -1.004
C -1.098 1.131 -0.744
H -1.140 -1.525 0.178
H -1.625 -1.533 1.841
H 1.765 0.265 0.951
H 2.354 -1.291 0.986
H -0.341 0.376 -2.387
H 0.636 2.234 -0.017
H 0.316 2.649 -1.761
H -2.057 1.149 -1.280
O 0.462 -1.405 1.552
S 1.224 -0.794 -1.168
S -1.373 0.690 0.995
*
```

---

Entry 3:
# C5H8OS2

A single C5H8OS2 molecule in a non-equilibrium geometry (the ωB97M-V functional and the def2-TZVPD basis, the Open Molecules 2025 dataset).

As for the structure (SMILES): SC[C@@]12CSC[C@H]1O2. The value obtained for the LUMO energy is 0.67 eV. The energy is -1066.78791 Ha. The frontier orbital gap comes out at 9.7 eV. The value obtained for the highest occupied orbital energy is -0.33156 Eh.

Structure (ORCA input):
```
! RIJCOSX wB97M-V def2-TZVPD def2/J DEFGRID3
* xyz 0 1
C 1.210 0.205 -0.030
C -0.240 0.364 0.438
C -1.158 0.673 -0.720
C -0.581 -2.005 0.146
C -0.877 -0.801 0.976
H 1.607 2.112 1.465
H 1.300 0.097 -1.140
H 1.769 -0.517 0.506
H -0.682 1.323 -1.454
H -2.131 1.039 -0.435
H 0.488 -2.291 -0.032
H -1.209 -2.818 0.452
H -1.969 -0.670 1.107
O -0.254 0.142 1.840
S 2.050 1.774 0.194
S -1.254 -1.151 -1.447
*
```

---

Entry 4:
# C5H8OSi

A single C5H8OSi molecule in a non-equilibrium geometry (the ωB97M-V functional and the def2-TZVPD basis, the Open Molecules 2025 dataset).

As for the structure (SMILES): O=C1C=CCC[SiH2]1. The value obtained for the LUMO energy is 0.64 eV. The energy is -559.97868 Ha. The frontier orbital gap comes out at 9.2 eV. The value obtained for the highest occupied orbital energy is -0.31419 Eh.

Structure (ORCA input):
```
! RIJCOSX wB97M-V def2-TZVPD def2/J DEFGRID3
* xyz 0 1
C -0.861 -1.250 -0.945
C -0.985 0.031 -1.210
C -0.185 -1.721 0.279
C -0.143 1.222 -0.608
C 1.040 1.082 0.323
O 0.051 -2.890 0.449
Si 0.599 -0.262 1.611
H -1.462 -1.993 -1.622
H -1.589 0.478 -2.009
H 0.053 1.797 -1.471
H -0.947 1.737 -0.134
H 1.847 0.705 -0.221
H 1.367 2.092 0.710
H -0.478 0.011 2.529
H 1.693 -1.037 2.319
*
```

---

Entry 5:
# C5H8OSi

A single C5H8OSi molecule in a non-equilibrium geometry (the ωB97M-V functional and the def2-TZVPD basis, the Open Molecules 2025 dataset).

As for the structure (SMILES): O=C1C=CCC[SiH2]1. The value obtained for the LUMO energy is 0.06 eV. The energy is -559.93632 Ha. The frontier orbital gap comes out at 8.2 eV. The value obtained for the highest occupied orbital energy is -0.29881 Eh.

Structure (ORCA input):
```
! RIJCOSX wB97M-V def2-TZVPD def2/J DEFGRID3
* xyz 0 1
C -1.144 1.332 0.172
C 0.167 1.590 0.084
C -1.854 0.041 0.042
C 1.304 0.634 0.155
C 1.020 -0.730 -0.455
O -3.047 -0.162 -0.058
Si -0.431 -1.762 0.268
H -1.737 2.146 0.202
H 0.256 2.687 0.097
H 2.142 0.981 -0.381
H 1.613 0.324 1.259
H 0.872 -0.482 -1.447
H 1.965 -1.420 -0.465
H -0.582 -2.577 1.422
H -0.544 -2.602 -0.895
*
```

---

Entry 6:
# C5H8OSi

2 unconnected molecules or ions with the total composition C5H8OSi in a non-equilibrium geometry (the ωB97M-V functional and the def2-TZVPD basis, the Open Molecules 2025 dataset).

The value obtained for the LUMO energy is -0.25 eV. The energy is -559.87425 Ha. The frontier orbital gap comes out at 7.6 eV. The value obtained for the highest occupied orbital energy is -0.28922 Eh.

Structure (ORCA input):
```
! RIJCOSX wB97M-V def2-TZVPD def2/J DEFGRID3
* xyz 0 1
C -2.005 -0.167 -0.046
C -1.868 -1.486 0.043
C -0.695 0.427 -0.042
C 0.160 -0.694 0.079
C -0.364 1.906 -0.121
O -0.544 -1.844 0.084
Si 2.813 -0.749 0.110
H -2.914 0.489 0.139
H -2.511 -2.289 -0.044
H 0.828 1.950 -0.224
H -0.952 2.295 -1.071
H -0.738 2.464 0.705
H 3.406 -0.066 -0.939
H 3.022 -2.277 -0.018
H 2.364 0.043 1.346
*
```

---

Entry 7:
# C5H8P2

A single C5H8P2 molecule in a non-equilibrium geometry (the ωB97M-V functional and the def2-TZVPD basis, the Open Molecules 2025 dataset).

As for the structure (SMILES): [PH2]#[PH]C1C=CC=C1. The value obtained for the LUMO energy is 0.56 eV. The energy is -877.90570 Ha. The frontier orbital gap comes out at 9.2 eV. The value obtained for the highest occupied orbital energy is -0.31694 Eh.

Structure (ORCA input):
```
! RIJCOSX wB97M-V def2-TZVPD def2/J DEFGRID3
* xyz 0 1
C 2.230 0.326 -0.057
C 1.783 -0.911 -0.399
C 1.209 1.061 0.498
C 0.506 -1.096 -0.085
C 0.075 0.178 0.447
P -2.827 -0.398 0.248
P -1.349 0.903 -0.614
H 3.160 0.852 -0.348
H 2.335 -1.665 -0.907
H 1.032 2.167 0.822
H -0.203 -1.868 -0.274
H -0.530 -0.064 1.525
H -3.769 -0.184 -0.866
H -2.286 -1.467 -0.207
H -1.365 2.166 0.218
*
```

---

Entry 8:
# C5H8S

2 unconnected molecules or ions with the total composition C5H8S in a non-equilibrium geometry (the ωB97M-V functional and the def2-TZVPD basis, the Open Molecules 2025 dataset).

As for the structure (SMILES): C=C1CC=CS1.[H][H]. The value obtained for the LUMO energy is 0.98 eV. The energy is -593.40086 Ha. The frontier orbital gap comes out at 9.0 eV. The value obtained for the highest occupied orbital energy is -0.29422 Eh.

Structure (ORCA input):
```
! RIJCOSX wB97M-V def2-TZVPD def2/J DEFGRID3
* xyz 0 1
C 1.894 0.762 0.026
C -0.261 -0.545 0.239
C 2.116 -0.521 0.172
C 0.944 -1.412 0.576
C -1.385 -1.192 0.208
S 0.131 1.156 0.035
H 2.617 1.531 -0.195
H 3.096 -0.826 -0.061
H 0.682 1.978 3.380
H 1.070 -1.691 1.747
H 0.849 -2.357 -0.005
H -1.435 -2.229 0.244
H -2.225 -0.592 -0.119
H 0.076 1.879 2.910
*
```

---

Entry 9:
# C5H8S

A single C5H8S molecule in a non-equilibrium geometry (the ωB97M-V functional and the def2-TZVPD basis, the Open Molecules 2025 dataset).

As for the structure (SMILES): C#CCSCC. The value obtained for the LUMO energy is 0.96 eV. The energy is -593.42055 Ha. The frontier orbital gap comes out at 9.8 eV. The value obtained for the highest occupied orbital energy is -0.32334 Eh.

Structure (ORCA input):
```
! RIJCOSX wB97M-V def2-TZVPD def2/J DEFGRID3
* xyz 0 1
C -2.308 0.548 -0.298
C -0.958 0.145 0.323
C 1.376 -1.268 0.219
C 2.121 -0.058 -0.110
C 2.807 0.881 -0.375
H -2.126 0.648 -1.360
H -3.101 -0.191 0.032
H -2.672 1.490 0.110
H -0.251 0.978 0.181
H -1.107 0.032 1.433
H 1.295 -1.377 1.295
H 1.828 -2.165 -0.229
H 3.395 1.654 -0.735
S -0.299 -1.317 -0.485
*
```

---

Entry 10:
# C5H8S

A single C5H8S molecule in a non-equilibrium geometry (the ωB97M-V functional and the def2-TZVPD basis, the Open Molecules 2025 dataset).

As for the structure (SMILES): C=CC(=C)SC. The value obtained for the LUMO energy is 0.88 eV. The energy is -593.40903 Ha. The frontier orbital gap comes out at 9.4 eV. The value obtained for the highest occupied orbital energy is -0.31331 Eh.

Structure (ORCA input):
```
! RIJCOSX wB97M-V def2-TZVPD def2/J DEFGRID3
* xyz 0 1
C 0.877 1.843 1.921
C -0.006 0.497 -1.448
C 0.619 1.716 0.616
C 0.148 0.449 -0.175
C -1.013 -2.163 -0.002
S -0.162 -0.896 0.985
H 1.319 2.658 2.505
H 0.941 0.979 2.505
H -0.356 -0.155 -2.139
H 0.223 1.421 -1.937
H 0.841 2.414 -0.156
H -0.890 -2.894 0.763
H -0.311 -2.315 -0.854
H -2.088 -2.249 -0.237
*
```

---

Entry 11:
# C5H8S

A single C5H8S molecule in a non-equilibrium geometry (the ωB97M-V functional and the def2-TZVPD basis, the Open Molecules 2025 dataset).

The value obtained for the LUMO energy (alpha / beta) is 0.77 / 0.77 eV. The energy is -593.36019 Ha. The frontier orbital gap (alpha / beta) comes out at 8.4 / 8.4 eV. The value obtained for the highest occupied orbital energy (alpha / beta) is -0.27947 / -0.27956 Eh.

Structure (ORCA input):
```
! RIJCOSX wB97M-V def2-TZVPD def2/J DEFGRID3
* xyz 0 1
C -0.003 1.465 0.032
C -0.618 0.295 -0.001
C 0.386 -0.796 0.271
C 1.621 0.051 0.616
C -2.070 0.023 -0.297
S 3.107 -0.065 -0.265
H -0.229 2.504 -0.049
H 0.114 -1.460 1.098
H 0.561 -1.412 -0.615
H 1.798 0.290 1.648
H -2.423 -0.817 0.301
H -2.205 -0.221 -1.352
H -2.674 0.899 -0.081
H 2.637 -0.755 -1.305
*
```

---

Entry 12:
# C5H8S

A molecular structure, C5H8S in a non-equilibrium geometry (the ωB97M-V functional and the def2-TZVPD basis, the Open Molecules 2025 dataset).

The value obtained for the LUMO energy is 0.93 eV. The energy is -593.41923 Ha. The frontier orbital gap comes out at 9.0 eV. The value obtained for the highest occupied orbital energy is -0.29830 Eh.

Structure (ORCA input):
```
! RIJCOSX wB97M-V def2-TZVPD def2/J DEFGRID3
* xyz 0 1
C 0.536 -0.167 0.541
C 0.903 0.411 -0.621
C -0.734 0.490 0.960
C 1.969 0.488 -1.612
C -2.108 -0.191 0.638
S -0.568 1.579 -0.616
H 0.963 -0.965 1.236
H -0.639 1.055 1.879
H 1.652 0.739 -2.647
H 2.407 -0.494 -1.583
H 2.810 1.334 -1.421
H -2.645 -0.378 1.629
H -2.035 -1.099 -0.032
H -2.666 0.581 0.147
*
```

---

Entry 13:
# C5H8S2

A single C5H8S2 molecule (the ωB97M-V functional and the def2-TZVPD basis, the Open Molecules 2025 dataset).

As for the structure (SMILES): C/C=C/SC(C)=S. The value obtained for the LUMO energy is 0.03 eV. The energy is -991.65838 Ha. The frontier orbital gap comes out at 8.6 eV. The value obtained for the highest occupied orbital energy is -0.31368 Eh.

Structure (ORCA input):
```
! RIJCOSX wB97M-V def2-TZVPD def2/J DEFGRID3
* xyz 0 1
C 1.638 -0.197 2.726
C 1.443 -0.032 1.260
C 0.307 0.326 0.686
C -1.301 -0.144 -1.509
C -1.641 0.148 -2.959
H 0.697 -0.028 3.269
H 1.987 -1.227 2.962
H 2.399 0.514 3.114
H 2.329 -0.210 0.654
H -0.582 0.526 1.271
H -0.733 0.298 -3.568
H -2.206 1.080 -2.985
H -2.248 -0.668 -3.342
S 0.183 0.638 -1.043
S -2.274 -1.024 -0.536
*
```

---

Entry 14:
# C5H8S2

A single C5H8S2 molecule in a non-equilibrium geometry (the ωB97M-V functional and the def2-TZVPD basis, the Open Molecules 2025 dataset).

As for the structure (SMILES): S[C@H]1CS[C@H]2C[C@@H]21. The value obtained for the LUMO energy is 0.82 eV. The energy is -991.50045 Ha. The frontier orbital gap comes out at 9.2 eV. The value obtained for the highest occupied orbital energy is -0.30981 Eh.

Structure (ORCA input):
```
! RIJCOSX wB97M-V def2-TZVPD def2/J DEFGRID3
* xyz 0 1
C -0.054 0.218 1.072
C -0.034 1.740 0.426
C -0.478 -0.129 -1.386
C 0.016 -1.561 -1.497
C 0.321 -0.584 -0.344
H 0.569 -1.111 2.668
H -1.090 -0.351 1.102
H 0.812 2.421 0.949
H -1.001 2.293 0.835
H -1.567 -0.115 -0.946
H -0.795 -2.244 -1.654
H 1.065 -1.893 -2.006
H 1.353 -0.470 -0.408
S 0.801 0.128 2.604
S 0.082 1.658 -1.414
*
```

---

Entry 15:
# C5H8S3

A single C5H8S3 molecule in a non-equilibrium geometry (the ωB97M-V functional and the def2-TZVPD basis, the Open Molecules 2025 dataset).

As for the structure (SMILES): CC1(CS)SC=CS1. The value obtained for the LUMO energy is 0.51 eV. The energy is -1389.73994 Ha. The frontier orbital gap comes out at 8.4 eV. The value obtained for the highest occupied orbital energy is -0.28891 Eh.

Structure (ORCA input):
```
! RIJCOSX wB97M-V def2-TZVPD def2/J DEFGRID3
* xyz 0 1
C -0.678 1.665 -0.986
C -0.120 0.445 -0.391
C -1.191 -0.718 -0.288
C 1.987 -0.803 0.176
C 1.530 -0.386 1.397
H -0.912 1.422 -2.008
H -0.038 2.469 -0.952
H -1.511 1.992 -0.382
H -1.935 -0.402 0.523
H -1.960 -0.737 -1.323
H -0.747 -1.566 1.614
H 2.816 -1.453 -0.340
H 2.156 -0.399 2.417
S -0.736 -2.255 0.370
S 1.394 0.086 -1.283
S -0.057 0.640 1.457
*
```

---

Entry 16:
# C5H8S3

A single C5H8S3 molecule in a non-equilibrium geometry (the ωB97M-V functional and the def2-TZVPD basis, the Open Molecules 2025 dataset).

As for the structure (SMILES): C1SCC2(CS1)CS2. The value obtained for the LUMO energy is 0.65 eV. The energy is -1389.84839 Ha. The frontier orbital gap comes out at 9.4 eV. The value obtained for the highest occupied orbital energy is -0.32116 Eh.

Structure (ORCA input):
```
! RIJCOSX wB97M-V def2-TZVPD def2/J DEFGRID3
* xyz 0 1
C 1.439 -0.457 1.310
C 0.379 -0.473 -1.256
C -0.570 0.366 -0.444
C -1.112 -0.233 0.834
C -0.352 1.846 -0.511
H 1.338 0.559 1.773
H 2.313 -0.923 1.850
H 0.012 -1.480 -1.399
H 0.564 -0.063 -2.250
H -2.069 -0.707 0.595
H -1.359 0.477 1.585
H 0.323 2.237 -1.274
H -0.438 2.463 0.390
S 2.004 -0.357 -0.398
S -0.054 -1.487 1.576
S -1.911 1.290 -1.233
*
```